Record 1
{
  "formula": "C2H4OS3",
  "method": "the ωB97M-V functional and the def2-TZVPD basis",
  "elements": ["C", "C", "O", "S", "S", "S", "H", "H", "H", "H"],
  "coordinates": [[0.764623, 0.085272, 0.452023], [0.669896, -0.798564, -1.101572], [-1.767508, -0.801344, 0.887273], [1.938146, 0.868836, 1.059726], [-1.619868, 1.838560, -0.391885], [-1.047476, 0.455558, 0.861302], [0.669249, 0.007763, -1.885982], [-0.184495, -1.399902, -0.939305], [1.661453, -1.243174, -1.074258], [-1.084023, 0.986996, 2.132676]],
  "forces_ev_per_angstrom": [[-3.05, -1.25, -4.06], [1.82, 3.35, 3.01], [0.05, -0.09, 0.16], [1.80, 0.79, 1.24], [0.48, -0.75, 0.86], [-0.15, 0.42, -0.88], [-0.51, -0.97, 0.88], [-0.65, -0.81, -0.59], [-0.31, -0.58, -0.24], [0.51, -0.12, -0.39]],
  "molar_mass_g_mol": 140.25,
  "gap_ev": 7.91,
  "e_lumo_ev": -1.2507,
  "smiles": "CC(=S)[S@H](=O)=S",
  "e_homo_ev": -9.161
}

---

Record 2
{
  "formula": "C5H8O",
  "method": "the ωB97M-V functional and the def2-TZVPD basis",
  "elements": ["C", "C", "C", "O", "C", "C", "H", "H", "H", "H", "H", "H", "H", "H"],
  "coordinates": [[1.155387, 0.148374, -1.960815], [0.764151, 0.499545, -0.524987], [-0.239577, -0.268568, 0.014728], [-1.104299, -0.951618, -0.865785], [-0.631317, -0.061288, 1.416101], [0.168141, 0.665747, 2.353278], [0.794298, -0.837106, -2.200573], [0.538144, 0.863621, -2.629427], [2.260758, 0.138667, -2.060829], [0.762467, 1.593071, -0.356276], [-1.995669, -1.093626, -0.653056], [-1.511214, -0.680383, 1.695742], [1.111907, 0.929950, 2.027091], [-0.427012, 0.795892, 3.313779]],
  "forces_ev_per_angstrom": [[-0.83, 1.30, 0.20], [0.59, -0.02, -1.79], [-1.84, 1.70, 3.37], [2.35, -0.72, -1.46], [1.08, -0.83, -1.65], [-4.92, -1.97, 0.30], [-0.03, -0.48, -0.15], [1.57, -0.89, 0.25], [-0.59, 0.48, -0.58], [0.30, -0.60, 0.68], [-1.51, 0.05, 1.43], [0.25, 0.83, 0.24], [1.82, 0.94, 0.06], [1.77, 0.21, -0.89]],
  "molar_mass_g_mol": 84.12,
  "gap_ev": [4.15, 5.96],
  "multiplicity": 2,
  "e_lumo_ev": [4.0437, 3.9393],
  "e_homo_ev": [-0.107, -2.021],
  "charge": -1
}

---

Record 3
{
  "formula": "C16H14F9IN2OSn",
  "method": "the ωB97M-V functional and the def2-TZVPD basis",
  "elements": ["C", "C", "H", "H", "H", "H", "H", "H", "C", "C", "C", "C", "H", "H", "H", "H", "N", "C", "C", "N", "C", "C", "C", "H", "H", "C", "H", "H", "Sn", "I", "F", "C", "F", "F", "C", "O", "C", "F", "F", "F", "C", "F", "F", "F"],
  "coordinates": [[-1.134697, 0.441915, 0.461284], [-0.410323, 0.747002, 1.622600], [-1.817680, 1.171601, 0.072387], [-2.339921, -0.283696, 1.836670], [-1.111530, -0.576105, 0.075308], [0.538162, 1.224128, 1.309990], [-0.908458, 1.513460, 2.215513], [-0.102185, -0.161665, 2.159731], [-0.457985, -0.251985, -3.559032], [-0.337727, -0.782463, -4.820177], [0.931265, -1.139491, -5.282283], [2.059380, -1.042347, -4.455746], [-1.407506, 0.121526, -3.122367], [-1.242542, -0.889302, -5.447143], [1.056582, -1.498377, -6.298583], [3.069117, -1.255331, -4.779680], [0.653170, -0.200683, -2.770893], [1.901922, -0.613697, -3.147820], [2.944027, -0.508778, -2.128221], [2.528417, 0.017774, -0.922860], [3.297755, 0.053724, 0.195065], [5.105448, -0.789152, -1.120493], [4.593109, -0.418067, 0.133842], [2.825337, 0.427241, 1.126242], [5.198952, -0.471382, 1.044036], [4.280687, -0.836719, -2.252455], [4.625084, -1.098941, -3.243808], [6.156603, -1.046212, -1.221351], [0.909129, 1.344868, -1.374795], [0.668871, 4.031613, -1.743328], [-4.350156, -1.746275, 2.663945], [-4.054756, -1.089014, 3.819744], [-5.207709, -0.737043, 4.421930], [-3.375000, -1.957997, 4.608316], [-3.137946, 0.128000, 3.530936], [-2.127115, -0.483162, 2.782622], [-3.895627, 1.252900, 2.739995], [-4.769058, 1.901875, 3.539441], [-3.028826, 2.179392, 2.226999], [-4.574230, 0.740679, 1.675310], [-2.507403, 0.747138, 4.811180], [-3.457321, 1.002479, 5.740774], [-1.590345, -0.098132, 5.327342], [-1.854681, 1.909928, 4.525151]],
  "forces_ev_per_angstrom": [[0.28, -0.26, -3.61], [3.30, 1.05, 2.01], [-0.59, -0.05, -0.26], [-0.02, -0.74, 1.07], [-0.39, 0.17, -0.13], [-0.16, 0.05, 0.64], [0.28, -0.33, 0.31], [-0.14, 0.68, 0.12], [0.85, -0.11, 0.68], [-0.65, -0.26, -0.73], [0.26, -0.02, 0.13], [0.10, 0.01, 0.37], [0.80, -0.24, -0.38], [0.77, 0.07, 0.34], [-0.05, 0.05, 0.09], [-0.21, -0.29, -0.40], [0.03, 0.10, -0.67], [-1.73, 0.13, -1.44], [0.93, 0.72, 2.01], [0.36, -0.07, -0.25], [-0.47, -0.16, -0.51], [-0.16, 0.09, 0.14], [0.44, -0.23, -0.16], [0.43, -0.16, -0.79], [-0.17, 0.10, -0.47], [-0.36, -0.05, -0.13], [0.41, -0.25, 0.23], [-0.17, -0.03, 0.05], [-2.65, 0.38, 2.15], [0.44, -0.24, -0.28], [0.20, 0.74, 0.96], [-0.96, -0.76, 0.85], [0.85, -0.39, -0.49], [-0.75, 0.77, -0.60], [-0.47, -0.26, -0.25], [-0.67, 0.77, -0.94], [-0.98, 0.68, 0.09], [0.96, -0.73, -0.92], [-0.59, -0.81, 0.28], [0.72, 0.32, 0.89], [0.25, 0.07, 1.15], [1.04, -0.26, -0.93], [-0.75, 0.67, -0.38], [-0.60, -0.92, 0.14]],
  "molar_mass_g_mol": 666.90,
  "gap_ev": [6.14, 6.18],
  "e_lumo_ev": [-8.9501, -8.7384],
  "e_homo_ev": [-15.090, -14.919],
  "charge": 2
}